Record 1
Molecular formula: C30H33Br2N2O
Method: DFT, the ωB97M-V functional and the def2-TZVPD basis

ORCA input file:
```
! wB97M-V def2-TZVPD RIJCOSX def2/J DEFGRID3
* xyz 1 1
C -4.5927 1.7207 0.1192
N -3.2481 1.1644 0.1375
C -2.9486 0.2291 1.0937
O -3.7617 -0.2151 1.9208
C -1.5319 -0.1883 0.9864
C -0.7495 0.0010 2.3062
C 0.0622 -1.2258 2.5884
C -0.5799 -2.4720 2.5267
C 0.1759 -3.6334 2.6236
C 1.5527 -3.5587 2.8289
C 2.1677 -2.3185 2.9615
C 1.4270 -1.1502 2.8777
N -0.8740 0.8109 -0.0996
C 0.0929 0.2989 -0.9854
C 0.7718 -0.9867 -0.5440
C 0.4530 -2.2164 -0.9893
C 1.2795 -3.3923 -0.6944
C 0.6646 -4.6489 -0.5996
C 1.4048 -5.7667 -0.2837
C 2.7756 -5.6412 -0.0455
Br 3.7970 -7.1626 0.4576
C 3.4144 -4.4024 -0.1466
C 2.6716 -3.2688 -0.4498
C 1.3460 1.2650 -1.3906
C 1.6183 1.6343 -2.7168
C 2.6162 2.5965 -2.9770
C 3.4220 3.0966 -1.9410
Br 4.7214 4.3999 -2.2519
C 3.2958 2.5037 -0.6708
C 2.2653 1.6030 -0.4025
C -2.1512 1.5697 -0.6963
C -1.9660 3.1336 -0.8709
C -1.8211 3.8165 0.4823
C -3.1572 3.6696 -1.6476
C -0.7512 3.4078 -1.7372
H -5.3008 1.1064 0.6853
H -4.6102 2.7103 0.5907
H -4.9721 1.8267 -0.8941
H -1.4984 -1.2108 0.5471
H -0.1427 0.9219 2.2486
H -1.5211 0.1439 3.0746
H -1.6683 -2.5123 2.3816
H -0.3268 -4.6044 2.5165
H 2.1458 -4.4836 2.8625
H 3.2489 -2.2621 3.1242
H 1.8805 -0.1709 3.0235
H -0.2831 1.4110 0.3542
H -0.5490 0.2092 -1.8955
H 1.6688 -0.8802 0.0662
H -0.5303 -2.3938 -1.4235
H -0.4069 -4.7233 -0.7832
H 0.9419 -6.7363 -0.2055
H 4.4936 -4.2938 0.0196
H 3.1433 -2.2775 -0.5397
H 0.9705 1.2927 -3.5349
H 2.7358 3.0254 -3.9731
H 3.9640 2.7917 0.1418
H 2.1081 1.2291 0.6325
H -2.3102 1.1434 -1.6999
H -1.0144 3.3773 1.0819
H -1.5695 4.8679 0.2990
H -2.7522 3.7828 1.0576
H -3.4332 3.0103 -2.4845
H -4.0437 3.8495 -1.0335
H -2.9038 4.6418 -2.0891
H -0.7515 2.8002 -2.6556
H -0.7787 4.4569 -2.0565
H 0.2028 3.2771 -1.2087
*
```

Summary:
- E_LUMO (eV) = -2.732
- HOMO-LUMO gap (eV) = 8.221

Record 2
Molecular formula: C30H33EuN8OPSe2
Method: DFT, the ωB97M-V functional and the def2-TZVPD basis

ORCA input file:
```
! wB97M-V def2-TZVPD RIJCOSX def2/J DEFGRID3
* xyz 0 8
Eu 10.8833 13.0395 13.4965
C 13.4523 11.6014 17.6788
C 12.5979 11.7835 16.4366
N 12.3414 12.9497 15.8623
N 12.9490 14.0646 16.3018
C 12.6666 15.1034 15.4658
O 12.1086 14.9479 14.3401
C 13.1206 16.4052 15.8800
C 12.5173 17.4549 15.2031
C 12.9045 18.7728 15.5270
C 13.9811 19.0481 16.3846
C 14.5604 17.9799 17.1055
C 14.1705 16.6937 16.8157
C 11.9106 10.6509 15.8405
C 12.3176 9.3537 16.2519
C 11.5577 8.2849 15.8023
C 10.4790 8.4700 14.9550
C 10.1636 9.7828 14.5755
N 10.8964 10.8356 14.9412
H 13.9626 12.5370 17.8244
H 14.1786 10.7679 17.6160
H 12.7797 11.4347 18.5441
H 11.8582 17.1779 14.4010
H 12.3705 19.6360 15.0357
H 14.3150 20.0527 16.5531
H 15.3599 18.1607 17.7966
H 14.6876 15.8579 17.2482
H 13.3096 9.2396 16.8381
H 11.8618 7.3036 16.1012
H 9.9076 7.5982 14.5097
H 9.2689 9.9862 13.9575
C 8.4387 17.0530 10.7761
N 7.5976 16.0743 11.4997
C 6.2089 16.0390 11.0589
C 8.1962 15.1047 12.2998
N 9.4964 15.0175 12.5255
N 7.3194 14.1301 12.8642
C 7.5894 13.4698 14.0871
N 6.4681 12.9466 14.6762
N 8.7740 13.2505 14.5598
H 7.6966 17.6461 10.2355
H 9.1475 16.5986 10.1174
H 8.8627 17.7542 11.4634
H 5.9593 16.9629 10.5311
H 5.5511 15.8802 11.9492
H 6.0035 15.2285 10.3257
H 10.0263 15.7944 12.0492
H 6.3386 14.3137 12.8706
H 5.5161 13.2727 14.5565
H 6.5147 12.4310 15.5159
H 8.7389 12.7000 15.4235
Se 13.2271 12.3770 11.7801
P 11.6865 11.0739 10.8105
Se 9.5856 10.7915 11.3700
C 11.7258 11.6866 9.1235
C 11.5672 10.7631 8.0990
C 11.6228 11.1291 6.7535
C 11.8118 12.4813 6.4575
C 11.8636 13.4523 7.4557
C 11.9383 13.0027 8.8169
C 12.5876 9.5225 10.7214
C 13.8468 9.5200 10.1210
C 14.4665 8.3289 9.7212
C 13.8055 7.1007 9.9824
C 12.6295 7.1319 10.7439
C 11.9967 8.3226 11.1140
H 11.3822 9.7264 8.3524
H 11.5540 10.3477 5.9875
H 11.9601 12.7692 5.4037
H 11.9072 14.5187 7.2283
H 12.2101 13.6674 9.6384
H 14.2440 10.5166 9.7862
H 15.4245 8.3932 9.2169
H 14.1224 6.1412 9.5345
H 12.1814 6.2214 11.0919
H 11.0650 8.3272 11.7182
*
```

Summary:
- E_LUMO (alpha / beta) (eV) = -0.089 / -0.091
- HOMO-LUMO gap (alpha / beta) (eV) = 5.641 / 6.780